{"formula": "CHO3PS2", "method": "the ωB97M-V functional and the def2-TZVPD basis", "symbols": ["C", "O", "O", "O", "P", "S", "S", "H"], "xyz": [[1.4136, 1.1088, -0.2236], [1.7721, -0.7672, 2.1050], [0.3430, 1.3748, -0.8127], [-0.1601, -1.0384, 0.2959], [1.3961, -0.6135, 0.4165], [2.8116, 2.0131, -0.0048], [2.3861, -1.9152, -0.7656], [-0.5884, -0.3949, 0.9016]], "atomic_forces_ev_per_a": [[-1.303, 0.051, -0.764], [-1.514, 1.037, -5.805], [0.843, 0.529, 0.418], [-0.887, 0.619, 0.544], [2.797, -2.758, 6.020], [0.341, 0.570, -0.026], [-0.265, 0.507, 0.090], [-0.010, -0.555, -0.477]], "total_charge": -2, "max_force_ha_per_bohr": 0.140, "smiles": "[O-]C(=S)[P@@]([O-])(O)=S", "e_lumo_ev": 5.99, "total_energy_ev": -38156.4161, "gap_ev": 6.22, "relative_energy_ev": 1.097}